No. 1
Here is a cluster of 3 separate species, C18H24F4I2NO7S in total from the Open Molecules 2025 dataset. Energies are from wB97M-V/def2-TZVPD.

XYZ file:
```
57
C18H24F4I2NO7S | the Open Molecules 2025 dataset | wB97M-V/def2-TZVPD
C -0.268 0.032 -0.582
C -0.516 -1.436 -0.700
I 0.448 -2.292 -2.347
C -1.259 -2.189 0.129
I -2.107 -1.387 1.856
N -1.417 -3.613 -0.115
C -0.535 -4.451 0.334
S -0.671 -6.053 -0.226
C -1.790 -5.472 -1.555
F -1.073 -5.206 -2.685
C -2.494 -4.250 -0.952
C -3.730 -4.777 -0.205
C -4.602 -3.749 0.492
O -5.050 -2.781 -0.438
C -6.384 -2.954 -0.857
C -6.731 -1.870 -1.888
F -6.988 -2.411 -3.085
F -7.827 -1.205 -1.515
F -5.755 -0.983 -2.051
H -0.500 0.492 -1.548
H -0.896 0.514 0.161
H 0.791 0.243 -0.413
H 0.299 -4.164 0.966
H -2.517 -6.253 -1.784
H -2.786 -3.503 -1.691
H -3.486 -5.573 0.505
H -4.342 -5.230 -0.993
H -5.447 -4.280 0.949
H -4.084 -3.249 1.303
H -7.086 -2.863 -0.022
H -6.520 -3.926 -1.344
C 2.767 3.530 3.646
C 1.580 3.597 2.720
C 0.675 2.384 2.727
O 0.151 2.386 1.386
C 1.077 2.990 0.595
O 1.061 2.948 -0.595
O 2.004 3.605 1.340
H 2.432 3.446 4.680
H 3.398 2.675 3.401
H 3.380 4.425 3.551
H 1.006 4.511 2.890
H -0.137 2.445 3.447
H 1.234 1.457 2.878
C 4.511 4.916 -1.845
C 5.763 4.713 -1.031
C 6.598 3.508 -1.409
O 7.215 3.160 -0.162
C 6.394 3.577 0.831
O 6.487 3.256 1.971
O 5.442 4.399 0.339
H 4.766 5.074 -2.893
H 3.854 4.050 -1.762
H 3.958 5.784 -1.489
H 6.373 5.620 -1.025
H 7.358 3.713 -2.159
H 5.978 2.669 -1.733
```

net charge: +1
total energy: -72777.583 eV
spin multiplicity: 1

=====

No. 2
Here is a structure of composition C28H28N10O4SScSe at a distorted geometry from the Open Molecules 2025 dataset. Energies are from wB97M-V/def2-TZVPD.

XYZ file:
```
73
C28H28N10O4SScSe | the Open Molecules 2025 dataset | wB97M-V/def2-TZVPD
Sc -0.187 1.843 -0.205
N -0.914 1.038 -4.449
C -0.387 0.869 -3.230
S 1.033 1.767 -2.777
N -1.104 -0.090 -2.532
N -0.618 -0.482 -1.343
C -0.593 -1.836 -1.184
C -1.310 -2.657 -2.200
C -0.611 -3.457 -3.095
C -1.324 -4.144 -4.083
C -2.685 -3.935 -4.267
C -3.381 -3.159 -3.332
C -2.697 -2.529 -2.343
C 0.177 -2.442 -0.147
C 0.712 -3.716 -0.411
C 1.878 -4.154 0.212
C 2.435 -3.354 1.222
C 1.788 -2.203 1.590
N 0.577 -1.819 1.051
H -0.558 1.718 -5.096
H -1.809 0.573 -4.581
H 0.468 -3.466 -3.063
H -0.744 -4.757 -4.753
H -3.204 -4.422 -5.111
H -4.454 -2.992 -3.469
H -3.218 -1.820 -1.687
H 0.181 -4.367 -1.105
H 2.369 -5.054 -0.157
H 3.359 -3.648 1.720
H 2.223 -1.575 2.366
N -0.791 1.729 3.961
C -0.341 1.020 2.883
O -0.036 1.603 1.806
C -0.075 -0.409 3.118
C -0.494 -1.376 1.992
H -1.044 2.703 3.859
H -1.195 1.235 4.749
H -0.605 -0.734 4.034
H 0.999 -0.534 3.379
H -1.329 -0.952 1.434
H -0.986 -2.251 2.492
Se 2.554 6.059 0.463
C 1.414 4.770 0.195
N 0.656 3.861 0.047
C -5.876 1.008 1.649
N -4.788 1.473 0.845
C -5.063 2.359 -0.175
C -4.073 2.856 -0.961
C -2.733 2.413 -0.617
O -1.677 2.880 -1.223
N -2.468 1.506 0.330
C -3.441 0.986 1.107
O -3.256 0.236 2.056
H -6.519 1.842 1.962
H -5.445 0.482 2.501
H -6.486 0.246 1.117
H -6.121 2.542 -0.307
H -4.223 3.600 -1.754
N 7.653 1.537 1.110
C 6.577 1.686 1.912
O 6.691 1.948 3.106
C 5.236 1.499 1.283
C 4.177 2.066 1.992
C 2.896 2.085 1.473
N 2.609 1.518 0.286
C 3.609 0.927 -0.376
C 4.921 0.903 0.040
H 8.602 1.602 1.506
H 7.586 1.475 0.091
H 4.377 2.467 2.976
H 2.078 2.527 2.011
H 3.364 0.484 -1.343
H 5.663 0.393 -0.551
```

ΔE to the lowest compared entry with this formula, charge and spin: 129.5 kJ/mol
net charge: -1
total energy: -149468.333 eV
spin multiplicity: 1

=====

No. 3
Here is a cluster of 2 separate species, C15H18O in total at a distorted geometry from the Open Molecules 2025 dataset. Energies are from wB97M-V/def2-TZVPD.

XYZ file:
```
34
C15H18O | the Open Molecules 2025 dataset | wB97M-V/def2-TZVPD
C 3.815 2.348 -1.750
C 2.783 2.105 -0.644
C 2.016 0.808 -0.750
C 0.682 0.798 -1.171
C -0.015 -0.391 -1.237
C 0.660 -1.600 -1.088
O -0.116 -2.712 -1.218
C 2.020 -1.608 -0.880
C 2.667 -0.400 -0.602
H 3.691 3.354 -2.151
H 3.897 1.611 -2.550
H 4.831 2.252 -1.361
H 3.197 2.208 0.365
H 2.107 2.962 -0.617
H 0.175 1.742 -1.314
H -0.996 -0.374 -1.702
H 0.388 -3.523 -1.115
H 2.623 -2.485 -1.061
H 3.688 -0.401 -0.231
C -0.513 0.171 2.010
C -1.876 -0.248 1.498
C -2.887 0.710 1.484
C -4.172 0.309 1.142
C -4.384 -0.966 0.649
C -3.421 -1.948 0.851
C -2.187 -1.589 1.387
H 0.215 -0.628 1.836
H -0.594 0.288 3.076
H -0.040 1.070 1.622
H -2.739 1.732 1.804
H -4.972 1.021 1.204
H -5.297 -1.270 0.169
H -3.691 -2.959 0.577
H -1.555 -2.384 1.770
```

ΔE to the lowest compared entry with this formula, charge and spin: 89.5 kJ/mol
total energy: -17893.744 eV
spin multiplicity: 1
SMILES string: CCc1ccc(O)cc1.Cc1ccccc1

=====

Orbital gap per entry: 7.8; 3.8; 9.1 eV